1.
Here is 2 unconnected molecules or ions with the total composition C5H14 at a distorted geometry from OMol25. Energies are from ωB97M-V/def2-TZVPD.

Output
frontier orbital gap (spin up / spin down): 11.271 / 4.022 eV
HOMO (spin up / spin down): -14.544 / -14.540 eV
largest force on an atom: 0.041 hartree/bohr
LUMO (spin up / spin down): -0.120 / -0.387 Eh

```
! RIJCOSX wB97M-V def2-TZVPD def2/J DEFGRID3
* xyz 1 2
C -0.14850 -1.11738 0.94567
C -1.58112 -1.73753 1.10985
C 0.89722 -2.20157 0.66378
H -0.05598 -0.57390 1.89879
H -0.11971 -0.37804 0.13263
H -1.91590 -1.48061 0.08223
H -1.81987 -2.80379 1.17664
H 0.70229 -3.07471 1.28315
H -2.09828 -1.27249 1.94246
H 1.84478 -1.67446 0.88023
H 0.90765 -2.57558 -0.35621
C 0.92486 2.18017 -1.80993
C 0.01080 2.58224 -0.66656
H 1.04648 1.10254 -1.78985
H 0.48662 2.51798 -2.74987
H 1.91160 2.63648 -1.81492
H 0.00167 1.79692 0.11114
H -1.06280 2.54586 -0.89775
H 0.06822 3.52788 -0.14150
*
```

2.
Here is a molecular structure, C5H14AgBF4N2O4 at a distorted geometry from OMol25. Energies are from ωB97M-V/def2-TZVPD.

Output
frontier orbital gap (spin up / spin down): 7.230 / 5.742 eV
HOMO (spin up / spin down): -4.334 / -4.171 eV
largest force on an atom: 0.118 hartree/bohr
LUMO (spin up / spin down): 0.106 / 0.058 Eh

```
! RIJCOSX wB97M-V def2-TZVPD def2/J DEFGRID3
* xyz -1 2
Ag -18.08083 -8.82571 -22.54383
B -16.95864 -6.44979 -20.93366
F -17.84736 -5.45784 -20.66316
F -15.82318 -6.21753 -20.17281
F -17.42510 -7.70462 -20.63927
F -16.58307 -6.48757 -22.24733
O -15.89372 -10.09972 -22.50814
C -16.49004 -11.02051 -21.54781
C -17.75078 -11.90442 -22.09490
O -19.09018 -11.45683 -22.31986
H -16.57909 -10.60207 -20.54528
H -15.68462 -11.72582 -21.34302
H -17.79260 -12.81617 -21.49904
H -17.46929 -12.35126 -23.04841
C -17.08628 -7.87763 -26.91914
C -17.20109 -7.37050 -25.45731
O -18.41958 -7.77705 -24.98572
H -17.90743 -7.68539 -27.60969
H -16.99070 -8.96341 -26.91331
H -16.22863 -7.40239 -27.39525
H -17.02867 -6.29800 -25.36724
H -16.44318 -8.04129 -25.05267
H -19.06024 -7.12672 -25.28273
C -21.17992 -8.24408 -21.70604
O -20.34011 -7.93270 -22.59585
N -22.17421 -7.58756 -21.27788
N -21.12675 -9.38369 -21.06398
H -22.27977 -6.70044 -21.74901
H -22.65814 -7.93014 -20.46022
H -21.60744 -9.43267 -20.17705
H -20.34764 -9.97296 -21.32058
*
```

3.
Here is a molecular structure, C5H14BHfO2 at a distorted geometry from OMol25. Energies are from ωB97M-V/def2-TZVPD.

Output
frontier orbital gap: 6.599 eV
HOMO: -23.157 eV
largest force on an atom: 0.118 hartree/bohr
LUMO: -0.608 Eh

```
! RIJCOSX wB97M-V def2-TZVPD def2/J DEFGRID3
* xyz 3 1
B -2.44547 1.10735 0.17990
C -1.70278 0.90692 -1.23266
O -1.32265 -0.47351 -1.48557
C -0.03231 -0.30866 -1.17692
C 0.76340 -1.55698 -0.90596
O 2.07581 -1.30460 -0.42742
C 2.19712 -0.39717 0.60452
C 1.28821 -0.67080 1.85206
H -3.11405 0.15902 0.46232
H -3.03121 2.16644 0.15378
H -1.47008 1.26054 1.15199
H -0.75147 1.64748 -1.13558
H -2.23787 1.29570 -2.10742
H 0.44386 0.29381 -1.97817
H -0.26571 0.29655 -0.20893
H 0.84137 -2.05918 -1.87573
H 0.23849 -2.26127 -0.25749
H 2.07778 0.73018 0.25856
H 3.23069 -0.45734 0.95255
H 1.91195 -0.53142 2.73707
H 0.49324 0.16370 1.94129
H 0.83358 -1.65781 1.87223
Hf -0.02187 1.65105 0.62558
*
```

4.
Here is a molecular structure, C5H14BrLiO3 at a distorted geometry from OMol25. Energies are from ωB97M-V/def2-TZVPD.

Output
frontier orbital gap: 7.319 eV
HOMO: -8.464 eV
largest force on an atom: 0.105 hartree/bohr
LUMO: -0.042 Eh

```
! RIJCOSX wB97M-V def2-TZVPD def2/J DEFGRID3
* xyz 0 1
Li 18.39544 -18.82178 9.96229
Br 19.46371 -17.24774 10.60844
C 18.99711 -14.08189 7.71777
C 19.41891 -15.44342 8.22720
C 19.35359 -16.50751 7.16205
O 20.70388 -15.40304 8.83431
H 18.01430 -14.30214 7.30102
H 19.66202 -13.67944 6.95355
H 18.90839 -13.31420 8.48646
H 18.64622 -15.71502 8.94643
H 20.29821 -16.29962 6.65947
H 18.61092 -16.31374 6.38810
H 19.25212 -17.48667 7.63008
H 20.62010 -15.52874 9.78235
C 17.62203 -14.46241 10.80568
C 16.32525 -13.62539 11.15338
O 16.67674 -12.45514 11.82732
O 17.52115 -15.41680 9.81677
H 18.01914 -14.82981 11.75195
H 18.39743 -13.83455 10.36675
H 15.57251 -14.06639 11.80684
H 15.79250 -13.45182 10.21842
H 16.86108 -12.62931 12.75322
H 18.14383 -16.11954 10.01686
*
```